No. 1
C5H14 | wB97M-V/def2-TZVPD

The geometry in XYZ format:
```
19
Properties=species:S:1:pos:R:3:forces:R:3
C 0.72443 -1.89112 1.79313 -0.47 0.49 -0.37
C 0.43754 -1.47710 0.33919 0.29 0.13 0.22
C -0.50244 -2.43982 -0.36677 -0.51 0.22 -0.09
H 1.47265 -2.68000 1.86640 -0.09 0.00 0.08
H 1.02625 -1.01332 2.36294 0.37 -0.12 0.09
H -0.21673 -2.20910 2.24540 0.09 -0.26 0.10
H 0.09739 -0.43384 0.33895 -0.41 -0.30 -0.06
H 1.36135 -1.42822 -0.22838 0.35 -0.08 -0.05
H -1.46591 -2.52594 0.15439 0.25 -0.05 0.03
H -0.74562 -2.12761 -1.38466 0.15 0.07 -0.01
H -0.05629 -3.43039 -0.43440 0.00 -0.11 0.08
C 0.21480 3.13086 -0.42974 0.18 -0.11 0.39
C -0.73946 2.30461 -1.27955 -0.35 0.08 0.01
H 0.40035 4.13716 -0.79819 -0.13 0.04 -0.18
H -0.17920 3.23248 0.58590 0.00 0.01 -0.08
H 1.18795 2.64291 -0.32259 -0.05 0.02 -0.14
H -1.77736 2.63670 -1.16014 0.19 0.14 -0.16
H -0.73830 1.27709 -0.93536 0.08 -0.29 0.00
H -0.50140 2.29464 -2.34651 0.07 0.10 0.15
```
Positions in Å, forces in eV/Å.

Values from the calculation:
orbital gap	12.5163	eV
energy above the lowest of the compared OMol25 structures with the same formula, charge and spin	11.2	kJ/mol
HOMO energy	-11.432	eV
structure (SMILES)	CCC.CC

These are the Mulliken partial charges, in e, on atoms 1 to 6: -1.19, 0.21, -1.17, 0.31, 0.35, 0.30

No. 2
C5H14 | wB97M-V/def2-TZVPD

The geometry in XYZ format:
```
19
Properties=species:S:1:pos:R:3:forces:R:3
C -0.04273 0.85593 -1.51346 -0.03 0.09 -0.43
C 0.79277 -0.35905 -1.14152 0.37 -0.04 0.12
C 2.08072 -0.41478 -1.96740 -0.26 0.12 0.01
H -0.45262 0.76102 -2.52475 -0.03 -0.03 0.10
H 0.59368 1.74439 -1.53104 0.03 -0.01 0.06
H -0.86147 1.07731 -0.83414 -0.11 -0.22 0.08
H 1.07457 -0.29259 -0.09114 0.01 0.07 0.15
H 0.26285 -1.31536 -1.22605 -0.17 0.26 -0.14
H 2.57138 0.56124 -1.95598 0.18 -0.10 0.22
H 2.74972 -1.18283 -1.57898 0.11 0.08 -0.13
H 1.88066 -0.61024 -3.01956 -0.09 -0.21 -0.08
C -0.95392 -0.67791 2.32035 0.96 0.28 0.15
C -1.79307 0.57779 2.15616 -0.69 0.11 0.71
H -1.03915 -1.10699 3.31607 -0.49 -0.19 0.01
H -1.17202 -1.43229 1.56650 0.00 -0.03 0.04
H 0.12183 -0.45092 2.27402 -0.23 0.03 -0.30
H -1.47690 1.24634 1.36302 0.20 -0.04 -0.11
H -1.85599 1.15606 3.08912 0.38 -0.04 -0.22
H -2.83394 0.32239 1.97030 -0.13 -0.12 -0.24
```
Positions in Å, forces in eV/Å.

Values from the calculation:
orbital gap	12.5473	eV
energy above the lowest of the compared OMol25 structures with the same formula, charge and spin	11.0	kJ/mol
HOMO energy	-11.368	eV
structure (SMILES)	CCC.CC

These are the Mulliken partial charges, in e, on atoms 1 to 6: -1.07, 0.18, -1.30, 0.33, 0.28, 0.22

No. 3
C5H14 | wB97M-V/def2-TZVPD

The geometry in XYZ format:
```
19
Properties=species:S:1:pos:R:3:forces:R:3
C 1.77735 0.67044 0.54570 -0.72 -0.07 -0.30
C 1.29536 0.30973 1.95000 -1.03 -0.17 -0.30
C -0.21812 0.59492 2.15572 0.85 -0.02 0.26
H 2.58997 0.02915 0.21014 0.36 0.35 0.12
H 1.96782 1.73099 0.37581 0.38 -0.05 0.24
H 0.95612 0.45374 -0.14398 0.08 -0.13 0.06
H 1.45658 -0.75731 2.08119 0.16 -0.09 0.19
H 1.78926 0.84899 2.75033 0.55 -0.09 -0.01
H -0.80297 0.49121 1.25874 -0.09 0.03 -0.60
H -0.65228 -0.11881 2.85573 0.04 0.30 0.34
H -0.29218 1.62274 2.51110 -0.50 -0.08 0.11
C -1.25740 -1.48073 -2.14095 0.32 -0.25 0.19
C -1.19000 0.03676 -2.00605 -0.58 -0.37 -0.04
H -2.22908 -1.83409 -2.47897 -0.13 0.22 -0.21
H -0.50546 -1.85231 -2.83763 -0.03 -0.05 -0.02
H -1.11050 -1.98987 -1.18860 0.25 0.07 0.10
H -1.83538 0.34068 -1.18308 -0.19 0.26 -0.13
H -0.20705 0.42386 -1.77352 0.28 -0.13 -0.14
H -1.53202 0.47989 -2.94170 -0.01 0.27 0.15
```
Positions in Å, forces in eV/Å.

Values from the calculation:
orbital gap	12.5118	eV
energy above the lowest of the compared OMol25 structures with the same formula, charge and spin	28.5	kJ/mol
HOMO energy	-11.380	eV
structure (SMILES)	CCC.CC

These are the Mulliken partial charges, in e, on atoms 1 to 6: -0.52, -0.28, -0.84, 0.33, 0.32, -0.24

No. 4
C5H14 | wB97M-V/def2-TZVPD

The geometry in XYZ format:
```
19
Properties=species:S:1:pos:R:3:forces:R:3
C 1.80869 1.13734 0.55905 2.13 1.56 3.54
C 0.56250 1.02206 1.42756 -2.20 -0.80 -0.82
C -0.56065 2.22638 1.28565 2.92 -2.71 5.19
H 1.80551 2.04502 0.02411 -0.07 1.28 -0.72
H 2.09053 0.40910 -0.13131 -0.20 -1.69 -0.95
H 2.74935 1.24415 1.27689 -1.71 -0.20 -1.47
H 0.14229 0.00494 1.27694 -0.65 0.63 -0.96
H 0.77344 0.76320 2.44325 0.63 1.13 1.09
H -1.43335 2.03567 1.94875 0.61 0.18 -0.62
H -0.06215 3.14161 1.56108 0.15 0.38 0.68
H -0.78750 2.39297 0.34879 -1.63 0.23 -4.98
C -1.31672 -2.17226 -0.84765 3.69 -6.68 -2.50
C -0.45705 -1.82183 -2.10166 -3.22 -0.26 -1.32
H -0.54422 -2.38852 -0.09479 -0.65 0.31 0.36
H -1.96283 -1.47557 -0.59775 -3.19 3.17 1.38
H -1.80557 -3.28320 -1.03720 0.71 3.01 0.54
H -1.14396 -1.56314 -3.00413 1.01 0.15 1.56
H -0.02037 -2.73368 -2.49916 0.94 0.22 0.42
H 0.16207 -0.98425 -1.83842 0.72 0.10 -0.42
```
Positions in Å, forces in eV/Å.

Values from the calculation:
orbital gap	11.8672	eV
energy above the lowest of the compared OMol25 structures with the same formula, charge and spin	193.1	kJ/mol
HOMO energy	-10.802	eV
structure (SMILES)	CCC.CC

These are the Mulliken partial charges, in e, on atoms 1 to 6: -1.08, -0.12, -1.30, 0.35, 0.35, 0.25

No. 5
C5H14 | wB97M-V/def2-TZVPD

The geometry in XYZ format:
```
19
Properties=species:S:1:pos:R:3:forces:R:3
C -0.38411 0.99370 -1.11890 -0.92 0.33 0.31
C -1.49928 0.95681 -0.05148 0.78 -0.20 0.60
C -2.87264 1.43740 -0.52809 0.10 -0.19 0.16
H -0.64285 1.73714 -1.87261 0.15 0.13 -0.02
H -0.33407 0.04477 -1.62249 0.37 -0.41 -0.26
H 0.56068 1.27581 -0.66543 0.20 -0.24 -0.17
H -1.54777 -0.02572 0.42399 -0.18 -0.31 -0.47
H -1.11725 1.51040 0.80888 -0.37 0.64 -0.12
H -2.80625 1.77711 -1.56013 -0.07 0.26 0.02
H -3.62892 0.65204 -0.52511 0.06 -0.07 0.12
H -3.23085 2.24113 0.11378 -0.13 0.09 -0.20
C 2.37328 -2.30890 1.21834 0.94 0.95 -0.61
C 2.22318 -0.99127 0.44627 0.20 -0.71 -0.75
H 2.87477 -3.04019 0.61300 0.02 -0.51 -0.62
H 3.12437 -2.12761 1.98782 -0.68 -0.21 0.74
H 1.41422 -2.71172 1.50684 -0.03 -0.05 0.59
H 1.85719 -1.16144 -0.56758 -0.89 -0.02 0.22
H 1.62684 -0.27420 1.00119 -0.04 0.17 -0.20
H 3.18217 -0.57578 0.16470 0.50 0.34 0.66
```
Positions in Å, forces in eV/Å.

Values from the calculation:
orbital gap	12.2182	eV
energy above the lowest of the compared OMol25 structures with the same formula, charge and spin	51.1	kJ/mol
HOMO energy	-11.079	eV
structure (SMILES)	CCC.CC

These are the Mulliken partial charges, in e, on atoms 1 to 6: -1.10, -0.25, -0.99, 0.45, 0.21, 0.25

No. 6
C5H14 | wB97M-V/def2-TZVPD

The geometry in XYZ format:
```
19
Properties=species:S:1:pos:R:3:forces:R:3
C 0.83951 0.09331 -0.54781 0.85 0.30 -0.63
C 0.65686 1.36617 -1.40086 1.13 -0.69 -0.57
C 1.95429 2.10310 -1.75553 0.06 0.62 0.00
H 0.58154 -0.80739 -1.10759 -0.31 0.11 0.01
H 0.25900 0.12457 0.34526 -0.04 0.06 0.35
H 1.89485 -0.06607 -0.30536 -0.06 0.22 0.28
H 0.30502 0.98830 -2.36410 -0.61 0.52 0.07
H -0.01043 2.09701 -0.95820 -0.44 -0.19 -0.05
H 2.37647 2.73840 -0.97039 -0.08 -0.45 0.36
H 2.74548 1.44976 -2.12855 -0.12 -0.08 0.05
H 1.73112 2.83499 -2.53055 0.01 -0.07 -0.33
C -0.96304 -1.53981 1.60762 0.94 0.28 0.14
C -2.41354 -1.87872 1.94460 0.55 -0.62 -1.02
H -0.63941 -1.82243 0.60508 -0.45 -0.38 0.02
H -0.69332 -0.49055 1.62657 -0.58 0.26 0.40
H -0.22166 -1.99897 2.26968 -0.29 -0.11 0.16
H -2.92381 -2.05079 0.99281 -0.29 0.19 0.18
H -2.96094 -1.12530 2.50326 0.15 -0.09 0.21
H -2.39543 -2.85288 2.42889 -0.43 0.12 0.38
```
Positions in Å, forces in eV/Å.

Values from the calculation:
orbital gap	12.2676	eV
energy above the lowest of the compared OMol25 structures with the same formula, charge and spin	64.5	kJ/mol
HOMO energy	-11.126	eV
structure (SMILES)	CCC.CC

These are the Mulliken partial charges, in e, on atoms 1 to 6: -0.43, -0.25, -1.27, 0.35, -0.25, 0.34

No. 7
C5H14 | wB97M-V/def2-TZVPD

The geometry in XYZ format:
```
19
Properties=species:S:1:pos:R:3:forces:R:3
C 0.97979 0.85466 0.36394 -1.05 0.15 -1.48
C 1.77856 0.11234 -0.75361 0.39 1.12 2.03
C 2.92571 -0.62093 -0.02713 0.94 0.15 -0.99
H 0.64041 0.25262 1.20203 0.01 -0.46 -0.11
H 1.50059 1.70468 0.80577 0.23 -0.01 -0.29
H 0.09316 1.21586 -0.18906 0.09 0.27 0.77
H 2.12997 0.92851 -1.39155 0.08 -0.41 -0.28
H 1.08576 -0.52892 -1.30447 0.39 -0.07 0.01
H 3.95783 -0.46305 -0.41252 -0.76 -0.46 -0.72
H 2.67847 -1.68504 -0.01593 0.44 0.10 0.52
H 3.11589 -0.17571 0.94444 -0.72 -0.38 0.56
C -2.65959 0.55798 0.02566 0.12 -0.34 -0.81
C -2.51111 -0.95200 0.24008 -0.93 0.26 -1.33
H -2.07370 1.07599 0.78335 -0.67 0.37 0.21
H -2.28009 0.93270 -0.93613 0.22 -0.47 0.09
H -3.73153 0.76170 -0.06140 0.19 0.51 0.79
H -1.49509 -1.28968 0.04637 0.06 -0.18 0.73
H -3.13544 -1.47735 -0.49902 0.21 0.10 -0.01
H -2.99960 -1.20438 1.17918 0.77 -0.26 0.34
```
Positions in Å, forces in eV/Å.

Values from the calculation:
orbital gap	12.1021	eV
energy above the lowest of the compared OMol25 structures with the same formula, charge and spin	68.4	kJ/mol
HOMO energy	-10.949	eV
structure (SMILES)	CCC.CC

These are the Mulliken partial charges, in e, on atoms 1 to 6: -1.16, -0.23, -1.05, 0.37, 0.43, 0.17

No. 8
C5H14 | wB97M-V/def2-TZVPD

The geometry in XYZ format:
```
19
Properties=species:S:1:pos:R:3:forces:R:3
C -2.20872 0.67083 0.11601 -0.27 0.12 1.42
C -0.97023 -0.01618 -0.43231 -0.42 0.50 -0.81
C -1.20403 -0.61376 -1.83759 1.11 -0.08 0.04
H -1.97739 1.40702 0.89528 0.28 0.35 -0.47
H -2.84079 0.02021 0.72596 -0.06 -0.57 -0.47
H -2.85731 1.11394 -0.62815 0.08 0.25 -0.27
H -0.17715 0.70612 -0.59963 0.11 0.24 0.47
H -0.60136 -0.72758 0.30354 -0.03 -0.20 -0.22
H -2.24790 -0.70964 -2.12746 0.05 -0.31 0.10
H -0.67234 -0.04231 -2.60786 -0.49 0.49 0.14
H -0.62987 -1.52886 -1.91692 -0.52 -0.76 0.02
C 1.71975 -0.04444 1.71909 0.54 0.83 0.13
C 2.35198 -0.06681 0.32092 -0.42 -1.19 -0.75
H 2.49698 -0.25418 2.43737 0.13 -0.03 0.48
H 1.39567 0.98339 1.88977 -0.01 -0.01 0.26
H 0.85727 -0.64502 1.99590 0.09 -0.46 -0.64
H 2.39397 0.93522 -0.07028 0.05 0.32 -0.29
H 1.81951 -0.69105 -0.40800 -0.35 0.32 0.17
H 3.35196 -0.49690 0.22437 0.11 0.20 0.69
```
Positions in Å, forces in eV/Å.

Values from the calculation:
orbital gap	12.0111	eV
energy above the lowest of the compared OMol25 structures with the same formula, charge and spin	64.2	kJ/mol
HOMO energy	-10.906	eV
structure (SMILES)	CCC.CC

These are the Mulliken partial charges, in e, on atoms 1 to 6: -1.36, 0.40, -1.25, 0.33, 0.33, 0.37